Entry 1:
A 10-piece molecular cluster, C50H128F8N10O24S4 overall in a non-equilibrium geometry. Source: the OMol25 dataset; level of theory: ωB97M-V/def2-TZVPD.

As for the charge: +6.

```
224
Properties=species:S:1:pos:R:3:mulliken_charge:R:1
C -2.223 -0.110 -7.134 -0.73
O -0.828 0.032 -7.046 -0.50
C -0.333 0.466 -5.767 -0.29
C 1.200 0.787 -5.912 -0.39
N 1.372 1.696 -7.128 -0.11
H 2.181 1.477 -7.692 0.46
H 0.646 1.299 -7.708 0.45
C 1.254 3.224 -7.084 -0.69
C 0.622 3.795 -8.299 -0.62
O -0.447 2.915 -8.651 -0.26
C -1.106 3.211 -9.860 -0.80
H -2.514 -0.757 -6.307 0.27
H -2.315 -0.520 -8.139 0.30
H -2.735 0.853 -7.127 0.28
H -0.625 -0.212 -4.964 0.19
H -0.942 1.339 -5.531 0.65
H 1.789 -0.111 -6.099 0.23
H 1.665 1.244 -5.038 0.00
H 2.216 3.649 -6.797 0.44
H 0.690 3.372 -6.163 0.30
H 1.394 3.867 -9.065 0.45
H 0.229 4.801 -8.147 0.41
H -0.413 3.140 -10.699 0.34
H -1.514 4.221 -9.813 0.32
H -1.972 2.580 -10.058 0.26
C -9.399 -3.379 2.851 -0.77
O -8.587 -3.012 1.725 -0.27
C -9.028 -3.665 0.502 -0.68
C -8.188 -3.217 -0.721 -0.68
N -7.955 -1.731 -0.744 -0.13
H -8.835 -1.271 -0.558 0.41
H -7.464 -1.472 0.099 0.41
C -7.293 -1.090 -1.989 -1.01
C -5.696 -1.057 -1.844 -0.02
O -5.450 -0.269 -0.693 -0.59
C -4.037 -0.106 -0.468 -0.31
H -9.321 -4.446 3.059 0.33
H -10.451 -3.186 2.643 0.33
H -9.062 -2.866 3.752 0.24
H -10.055 -3.351 0.312 0.45
H -9.046 -4.749 0.608 0.46
H -8.723 -3.561 -1.606 0.40
H -7.191 -3.654 -0.770 0.32
H -7.751 -0.103 -2.057 0.42
H -7.672 -1.611 -2.868 0.40
H -5.190 -0.512 -2.641 0.46
H -5.248 -2.048 -1.773 0.09
H -3.487 -1.033 -0.306 0.35
H -4.012 0.593 0.368 0.09
H -3.502 0.459 -1.231 0.41
C 4.203 -3.933 0.955 -0.41
O 5.039 -5.129 1.007 -0.54
C 5.642 -5.231 2.306 -0.60
C 4.732 -5.917 3.350 -0.39
N 4.129 -7.179 2.783 -0.09
H 3.943 -7.043 1.799 0.41
H 4.789 -7.935 2.671 0.44
C 2.842 -7.666 3.420 -1.07
C 1.704 -6.693 3.382 -0.26
O 1.425 -6.119 2.067 -0.33
C 0.151 -5.476 1.975 0.05
H 3.384 -4.023 1.667 0.22
H 3.913 -3.815 -0.089 0.12
H 4.802 -3.063 1.224 0.36
H 5.921 -4.259 2.712 0.33
H 6.589 -5.772 2.319 0.51
H 3.983 -5.222 3.728 -0.01
H 5.381 -6.369 4.100 0.46
H 3.188 -7.859 4.435 0.37
H 2.635 -8.684 3.088 0.49
H 1.858 -5.901 4.116 0.31
H 0.896 -7.311 3.774 0.46
H -0.202 -4.737 2.694 0.11
H -0.674 -6.181 2.077 0.55
H 0.293 -4.955 1.028 -0.46
C 3.249 -0.013 -3.296 -1.26
O 3.680 1.421 -3.433 -0.17
C 5.020 1.538 -3.766 -0.64
C 5.559 2.954 -3.227 -0.89
N 5.405 2.964 -1.738 0.18
H 4.490 2.711 -1.394 0.03
H 5.981 2.177 -1.476 0.42
C 5.812 4.266 -1.096 -0.30
C 4.591 5.110 -1.033 -0.67
O 3.523 4.434 -0.340 -0.06
C 2.510 5.294 0.194 -1.01
H 3.861 -0.638 -2.645 0.66
H 3.225 -0.630 -4.194 0.53
H 2.202 0.038 -2.997 0.16
H 5.053 1.585 -4.855 0.39
H 5.665 0.785 -3.313 0.42
H 4.922 3.737 -3.639 0.39
H 6.619 3.152 -3.383 0.45
H 6.625 4.740 -1.646 0.50
H 6.177 3.974 -0.112 -0.09
H 4.246 5.353 -2.038 0.38
H 4.789 6.042 -0.502 0.54
H 2.930 5.718 1.107 0.48
H 1.648 4.740 0.566 -0.02
H 2.108 6.097 -0.424 0.51
C 1.023 5.133 3.980 -0.67
O 2.011 4.318 3.301 -0.14
C 1.589 2.908 3.367 -0.95
C 2.465 2.083 2.473 -0.36
N 3.915 2.294 2.927 1.27
H 4.062 3.291 3.004 0.63
H 4.004 1.829 3.820 -0.42
C 5.010 1.737 1.914 0.71
C 6.359 2.288 2.197 -1.16
O 6.249 3.683 2.611 -0.41
C 7.478 4.331 2.781 -0.91
H 1.450 6.117 4.176 0.33
H 0.678 4.780 4.952 0.36
H 0.096 5.258 3.420 0.04
H 0.571 2.725 3.025 0.61
H 1.773 2.454 4.341 0.56
H 2.402 2.589 1.510 -0.25
H 2.296 1.027 2.262 0.10
H 4.582 2.026 0.954 -0.33
H 4.947 0.655 2.029 0.11
H 6.974 2.228 1.300 0.53
H 6.856 1.658 2.936 0.57
H 7.406 5.402 2.971 0.28
H 8.040 4.281 1.849 0.36
H 8.009 4.010 3.678 0.32
C -2.988 -2.773 2.222 -0.06
O -3.591 -1.566 2.599 -0.55
C -2.804 -0.437 2.763 0.30
C -2.051 -0.388 4.115 -0.86
N -3.065 -0.537 5.276 0.08
H -3.534 0.358 5.246 0.41
H -3.762 -1.265 5.211 0.45
C -2.301 -0.798 6.616 -0.69
C -1.594 -2.088 6.641 -0.33
O -2.505 -3.042 6.059 -0.36
C -2.031 -4.363 6.448 -0.81
H -2.251 -2.807 1.419 -0.35
H -3.817 -3.292 1.740 0.49
H -2.581 -3.299 3.085 0.24
H -3.503 0.398 2.713 0.49
H -2.160 -0.300 1.895 -0.45
H -1.468 0.525 4.238 0.53
H -1.445 -1.293 4.071 0.00
H -3.008 -0.505 7.391 0.45
H -1.510 -0.060 6.750 0.33
H -1.361 -2.322 7.679 0.60
H -0.668 -2.104 6.066 0.16
H -1.921 -4.435 7.530 0.40
H -1.081 -4.567 5.954 0.24
H -2.796 -5.069 6.127 0.29
C -5.454 3.349 -2.694 -0.60
O -4.716 4.546 -2.370 -0.23
C -5.335 5.762 -2.763 -0.65
C -4.681 7.110 -2.210 -0.55
N -3.179 6.849 -1.995 -0.05
H -3.190 5.875 -1.727 0.20
H -2.587 6.746 -2.807 0.38
C -2.422 7.479 -0.756 -0.79
C -1.758 6.368 0.018 -0.16
O -2.624 5.277 0.139 -0.46
C -2.285 4.208 0.940 -0.69
H -6.355 3.425 -2.085 0.37
H -4.953 2.397 -2.521 -0.06
H -5.750 3.478 -3.735 0.39
H -6.387 5.873 -2.497 0.41
H -5.270 5.925 -3.839 0.45
H -5.201 7.277 -1.267 0.30
H -4.779 8.012 -2.815 0.41
H -3.271 7.856 -0.185 0.28
H -2.000 8.407 -1.141 0.49
H -1.467 6.693 1.017 0.53
H -0.865 5.988 -0.478 0.17
H -1.537 3.605 0.425 0.23
H -3.112 3.547 1.199 0.28
H -1.997 4.558 1.931 0.34
C 0.947 -3.035 -4.712 -0.84
O 1.086 -2.257 -3.506 0.33
C 1.483 -3.010 -2.334 -0.30
C 0.521 -4.096 -1.939 -0.38
N -0.816 -3.391 -1.634 1.56
H -0.624 -2.723 -0.901 -0.46
H -0.888 -2.726 -2.391 0.34
C -2.053 -4.324 -1.379 0.17
C -2.738 -4.858 -2.596 -0.96
O -1.807 -5.337 -3.540 -0.26
C -2.309 -6.364 -4.395 -0.90
H 0.618 -2.372 -5.513 0.09
H 0.221 -3.841 -4.813 0.25
H 1.938 -3.423 -4.946 0.39
H 1.667 -2.408 -1.444 -0.32
H 2.423 -3.510 -2.571 0.86
H 0.696 -4.499 -0.942 -0.10
H 0.479 -4.784 -2.783 0.35
H -2.724 -3.799 -0.700 0.11
H -1.672 -5.179 -0.822 0.23
H -3.156 -3.937 -3.001 0.27
H -3.581 -5.489 -2.312 0.50
H -2.573 -7.248 -3.815 0.37
H -1.588 -6.693 -5.143 0.27
H -3.179 -6.062 -4.979 0.37
N -0.404 -1.420 0.235 -0.80
S 0.570 -1.077 1.330 0.62
O 0.267 0.003 2.268 -0.06
O 1.966 -1.343 1.118 -0.41
F 0.104 -2.354 2.164 -0.21
S -0.223 0.094 -0.489 0.23
O 1.145 0.590 -0.680 -0.49
O -1.220 1.023 -0.146 -0.44
F -0.582 -0.379 -1.989 -0.07
C 3.811 -1.755 4.628 0.25
F 3.294 -2.977 4.702 -0.15
F 5.030 -1.881 5.137 -0.23
F 3.839 -1.410 3.335 -0.09
S 2.899 -0.414 5.698 0.73
O 1.520 -0.383 5.220 -0.41
O 3.043 -1.007 7.024 -0.61
N 3.850 1.034 5.270 -0.58
S 4.376 1.534 6.628 0.93
O 3.226 1.889 7.450 -0.66
O 5.468 0.820 7.311 -0.62
C 5.177 3.216 6.092 0.59
F 6.350 3.039 5.497 -0.21
F 4.325 3.904 5.345 -0.20
F 5.413 3.927 7.215 -0.21
```

=====

Entry 2:
C54H47N6O9STa as an isolated structure. Source: the OMol25 dataset; level of theory: ωB97M-V/def2-TZVPD.

As for the charge: +2.

```
118
Properties=species:S:1:pos:R:3:mulliken_charge:R:1
Ta 0.184 0.418 0.387 0.99
C -6.704 -1.030 7.098 -0.85
O -5.408 -1.534 6.796 -0.45
C -4.726 -0.980 5.783 0.85
C -5.204 0.053 4.977 -0.68
C -4.416 0.544 3.947 -0.59
C -3.147 0.030 3.704 -0.66
C -2.669 -0.990 4.535 -0.06
C -3.446 -1.494 5.553 -0.96
C -2.279 0.544 2.624 1.18
C -2.694 0.504 1.291 0.64
C -4.011 0.292 0.809 -1.47
C -4.005 0.601 -0.518 -1.40
C -2.670 0.938 -0.871 0.40
N -1.861 0.865 0.246 -0.28
C -2.223 1.194 -2.161 1.33
C -0.878 1.214 -2.492 0.32
C -0.406 1.417 -3.807 -1.58
C 0.919 1.126 -3.820 -1.41
C 1.310 0.814 -2.493 1.19
C 2.638 0.680 -2.023 0.85
C 3.745 0.105 -2.820 0.90
C 4.873 -0.411 -2.149 -0.22
C 5.927 -1.001 -2.802 -1.39
C 5.922 -1.116 -4.193 0.80
O 6.993 -1.687 -4.749 -0.45
C 7.043 -1.811 -6.168 -0.85
C 4.812 -0.640 -4.890 -1.22
C 3.756 -0.055 -4.212 -0.67
C 2.915 1.235 -0.763 0.25
N 1.979 1.494 0.231 0.42
C 2.648 2.225 1.204 0.23
C 2.126 2.602 2.435 1.36
C 3.016 3.295 3.400 -0.70
C 2.773 4.610 3.771 -0.37
C 3.592 5.258 4.685 -0.65
C 4.669 4.576 5.248 0.92
O 5.522 5.103 6.142 -0.45
C 5.326 6.449 6.554 -0.87
C 4.911 3.247 4.884 -1.04
C 4.096 2.616 3.971 0.18
C 0.850 2.236 2.846 0.35
C 0.413 2.294 4.202 -1.42
C -0.753 1.606 4.280 -1.64
C -1.089 1.182 2.962 0.71
N -0.107 1.609 2.070 0.01
C 3.984 2.468 0.784 -1.55
C 4.164 1.824 -0.398 -1.64
N 0.203 0.906 -1.654 0.31
C -3.238 1.365 -3.226 -0.45
C -3.307 0.476 -4.293 -0.51
C -4.272 0.618 -5.280 -0.50
C -5.181 1.672 -5.209 0.77
O -6.150 1.908 -6.108 -0.46
C -6.275 1.032 -7.220 -0.83
C -5.114 2.570 -4.139 -0.95
C -4.161 2.412 -3.158 -0.26
H -7.054 -1.603 7.950 0.25
H -7.385 -1.174 6.258 0.35
H -6.660 0.027 7.366 0.35
H -6.179 0.485 5.148 0.44
H -4.790 1.365 3.348 0.64
H -1.674 -1.388 4.374 0.55
H -3.086 -2.286 6.197 0.47
H -4.846 -0.025 1.410 0.80
H -4.831 0.589 -1.208 0.64
H -1.012 1.765 -4.626 0.78
H 1.562 1.261 -4.664 0.77
H 4.938 -0.350 -1.076 0.36
H 6.777 -1.385 -2.253 0.51
H 7.991 -2.289 -6.390 0.26
H 7.009 -0.831 -6.646 0.35
H 6.227 -2.436 -6.534 0.34
H 4.768 -0.703 -5.967 0.49
H 2.944 0.285 -4.825 0.22
H 1.938 5.148 3.337 0.50
H 3.384 6.284 4.948 0.43
H 6.119 6.662 7.263 0.25
H 4.358 6.573 7.045 0.35
H 5.402 7.134 5.708 0.35
H 5.745 2.732 5.342 0.46
H 4.277 1.580 3.707 0.58
H 0.958 2.780 4.992 0.58
H -1.364 1.424 5.149 0.59
H 4.687 3.080 1.323 0.70
H 5.042 1.833 -1.020 0.84
H -2.600 -0.346 -4.335 0.31
H -4.313 -0.093 -6.093 0.47
H -7.112 1.407 -7.800 0.26
H -6.488 0.011 -6.895 0.33
H -5.373 1.047 -7.835 0.33
H -5.824 3.385 -4.107 0.46
H -4.119 3.116 -2.336 0.56
O -0.918 -3.695 0.274 -0.48
C -0.213 -2.635 0.066 0.24
O -0.707 -1.500 0.162 -0.26
C 1.199 -2.884 -0.367 -0.87
O 1.973 -1.707 -0.368 -0.04
C 2.951 -1.657 0.677 -0.40
C 2.412 -0.950 1.910 0.33
O 3.094 -0.683 2.856 -0.61
O 1.130 -0.655 1.787 -0.34
H -1.849 -3.479 0.463 0.43
H 1.114 -3.248 -1.397 0.43
H 1.626 -3.676 0.252 0.57
H 3.795 -1.082 0.314 -0.30
H 3.313 -2.654 0.931 0.80
C -1.354 -2.631 -7.022 -1.19
N -1.441 -2.533 -5.575 -0.07
C -0.405 -2.314 -4.760 0.18
N 0.802 -2.135 -5.324 -0.26
S -0.614 -2.230 -3.089 -0.35
H -2.358 -2.729 -7.425 0.34
H -0.780 -3.506 -7.334 0.39
H -0.907 -1.730 -7.444 0.37
H -2.312 -2.742 -5.116 0.34
H 0.972 -2.340 -6.295 0.24
H 1.593 -2.032 -4.711 0.13
```

=====

Entry 3:
A 9-piece molecular cluster, C19H60N10O9 overall in a non-equilibrium geometry. Source: the OMol25 dataset; level of theory: ωB97M-V/def2-TZVPD.

```
98
Properties=species:S:1:pos:R:3:mulliken_charge:R:1
C 5.780 27.210 25.880 -0.73
O 5.719 26.603 24.604 -0.31
C 5.595 25.170 24.539 -0.63
C 5.070 24.656 23.105 0.45
C 4.966 23.139 23.036 -1.43
N 5.887 24.979 21.952 -0.76
H 5.381 26.659 26.732 0.32
H 5.070 28.033 25.800 0.27
H 6.729 27.668 26.158 0.26
H 6.529 24.669 24.793 0.28
H 4.771 24.896 25.198 0.38
H 4.100 25.126 22.945 0.25
H 4.406 22.813 22.159 0.38
H 4.481 22.838 23.965 0.36
H 5.895 22.587 22.893 0.39
H 5.793 25.982 21.880 0.27
H 5.332 24.598 21.199 0.26
C 12.789 17.680 16.652 -0.67
O 12.119 16.584 17.208 -0.34
C 11.893 16.780 18.572 -0.62
C 10.504 16.170 18.917 0.29
C 9.892 16.597 20.309 -1.21
N 10.624 14.694 19.045 -0.73
H 12.097 18.521 16.610 0.26
H 12.933 17.359 15.621 0.26
H 13.688 17.839 17.248 0.31
H 12.689 16.374 19.195 0.26
H 11.778 17.824 18.863 0.38
H 9.853 16.302 18.052 0.31
H 10.302 16.133 21.207 0.35
H 8.826 16.532 20.092 0.32
H 9.940 17.667 20.511 0.34
H 11.299 14.355 18.375 0.26
H 11.139 14.443 19.877 0.23
C -0.376 21.267 9.608 -0.79
O -1.231 20.725 10.556 -0.33
C -1.402 21.503 11.659 -0.59
C -2.590 20.891 12.464 0.13
C -4.012 21.319 11.883 -1.31
N -2.701 21.173 13.851 -0.68
H 0.517 21.716 10.042 0.32
H -0.759 21.996 8.894 0.30
H 0.009 20.495 8.942 0.27
H -0.450 21.449 12.188 0.42
H -1.696 22.516 11.384 0.32
H -2.497 19.819 12.292 0.34
H -4.907 20.829 12.267 0.33
H -4.065 21.384 10.796 0.36
H -4.268 22.367 12.033 0.37
H -1.944 20.940 14.478 0.25
H -2.651 22.181 13.820 0.28
C 7.554 21.767 15.457 -0.70
O 7.294 23.084 14.905 -0.32
C 8.053 23.383 13.766 -0.77
C 7.748 24.751 13.265 0.68
C 6.538 24.888 12.333 -1.41
N 8.913 25.271 12.707 -0.73
H 8.613 21.508 15.483 0.29
H 7.003 21.125 14.771 0.31
H 7.111 21.821 16.452 0.21
H 9.071 23.053 13.970 0.41
H 7.795 22.655 12.998 0.29
H 7.509 25.317 14.165 0.19
H 5.665 24.477 12.840 0.31
H 6.752 24.349 11.410 0.38
H 6.286 25.948 12.341 0.39
H 8.842 26.203 12.325 0.24
H 9.654 25.414 13.378 0.24
N 3.676 12.144 16.002 -0.38
C 4.938 11.819 16.063 0.65
N 5.637 12.529 17.000 -0.38
O 5.493 11.031 15.333 -0.64
H 3.285 12.871 16.585 0.18
H 3.231 11.743 15.189 0.23
H 6.623 12.372 17.150 0.20
H 5.101 13.110 17.629 0.14
N 1.015 11.344 21.807 -0.40
C 1.681 10.200 21.898 0.66
N 1.991 9.824 20.696 -0.37
O 2.165 9.735 22.867 -0.61
H 1.093 11.916 22.635 0.23
H 0.841 11.607 20.847 0.18
H 1.711 10.404 19.917 0.11
H 2.495 8.969 20.506 0.20
N 0.102 17.786 18.370 -0.40
C 1.298 17.208 18.587 0.67
N 2.208 18.153 18.647 -0.39
O 1.488 16.014 18.647 -0.64
H -0.681 17.169 18.207 0.21
H -0.028 18.782 18.471 0.14
H 1.839 19.093 18.634 0.18
H 3.128 17.754 18.527 0.22
O 0.317 23.184 18.642 -0.64
H 1.005 23.794 18.377 0.32
H -0.379 23.743 18.989 0.32
O -4.796 14.496 17.933 -0.64
H -5.179 15.290 17.559 0.32
H -5.503 14.108 18.448 0.32
```

=====

Number 1: Kohn-Sham gap 7.3277 eV, energy -182973.1727 eV, HOMO energy -17.9 eV. Number 2: Kohn-Sham gap 5.2885 eV, energy -96506.5329 eV, HOMO energy -11.7 eV. Number 3: Kohn-Sham gap 9.1568 eV, energy -54000.7231 eV, HOMO energy -9.2 eV.